1.
The following is a quantum chemistry calculation of C61H38CaCl4F2N7O5P as an isolated structure in a non-equilibrium geometry, from the Open Molecules 2025 dataset.

Summary:
net charge: -2
spin multiplicity: 1
frontier orbital gap: 5.29 eV
max |F|: 0.0668 Eh/bohr

```
119
Properties=species:S:1:pos:R:3:forces:R:3
Ca 0.27993 0.64232 -0.57003 -0.11 -0.92 0.32
Cl -2.64356 -6.22464 5.83272 0.36 0.31 -0.43
C -2.28060 -5.14423 4.45259 -0.22 -1.07 0.87
C -3.28558 -4.90331 3.56723 -0.70 1.03 0.62
C -3.05824 -3.90955 2.61826 -1.32 -1.34 -0.54
C -1.81667 -3.39952 2.39502 1.33 2.12 -0.40
C -0.77312 -3.73633 3.27810 -0.25 0.26 -0.80
C -1.03340 -4.57278 4.30581 1.07 -1.48 1.45
C -1.52548 -2.29944 1.40682 -0.66 1.00 -0.29
C -1.90313 -0.98230 1.74240 0.70 -1.20 0.18
C -2.81677 -0.63387 2.90564 0.22 0.63 -0.38
C -2.99301 0.70523 2.81259 0.28 -1.99 -0.24
C -2.19459 1.22134 1.70712 0.71 0.06 -0.15
C -2.09659 2.54846 1.41298 -0.01 0.51 -0.09
C -2.82925 3.57859 2.24171 2.40 -1.25 -0.19
C -2.05561 4.19535 3.25014 -0.69 -0.43 -1.15
C -2.67935 5.07397 4.07680 1.54 1.55 2.36
C -3.96101 5.49028 3.80873 -0.18 -0.33 0.68
Cl -4.74627 6.72600 4.72894 -0.01 0.47 0.51
C -4.69853 4.85914 2.87172 -1.15 0.02 -1.25
C -4.14156 3.87088 2.07535 -0.49 0.08 -0.16
C -1.04500 3.04627 0.39774 0.58 0.01 0.01
N -1.27094 2.30894 -0.85601 -0.52 0.92 0.54
C -1.70039 3.10744 -1.76416 -0.16 1.55 1.72
C -2.09165 2.63682 -3.04366 0.17 0.96 -1.49
C -2.77615 3.56436 -4.02880 -0.94 0.91 1.28
C -2.42840 3.78290 -5.35618 -1.31 0.44 -0.87
C -3.23223 4.55818 -6.24161 1.91 -0.73 1.44
C -4.32111 5.21812 -5.74507 -0.11 0.36 -1.98
Cl -5.24088 6.11228 -6.95844 -0.23 0.13 0.43
C -4.67613 5.13645 -4.44623 -0.93 -0.77 2.71
C -3.89792 4.32562 -3.57930 0.29 0.10 -2.34
C -1.67950 1.40701 -3.42820 -0.09 -1.22 0.39
C -1.90872 0.92921 -4.77456 -0.82 -0.46 -0.59
C -1.39660 -0.27717 -4.85533 1.05 -1.45 0.20
C -0.85910 -0.63615 -3.50233 0.05 -0.12 -0.45
N -1.05802 0.38709 -2.66981 -0.20 0.98 -0.39
C -0.37099 -1.93284 -3.20672 0.05 1.93 -1.96
C -0.46703 -2.42031 -1.90233 0.15 -2.04 2.55
C -0.74508 -3.88718 -1.54492 -0.37 -0.10 -1.05
C -0.76167 -4.09669 -0.23655 0.55 3.22 -1.05
C -0.54537 -2.68334 0.30965 1.56 0.92 1.98
N -0.32190 -1.74494 -0.80722 -1.34 -0.80 -0.09
C 0.32591 -2.61634 -4.30584 -0.37 1.87 0.25
C 0.91687 -1.83534 -5.33615 -0.28 -0.31 0.12
C 1.43025 -2.45021 -6.48056 0.32 0.91 0.84
C 1.49775 -3.80708 -6.52162 -0.71 -2.10 0.48
Cl 2.09660 -4.71111 -7.89889 0.21 0.33 -0.28
C 0.98295 -4.60347 -5.48357 0.35 0.89 -0.74
C 0.42734 -3.97072 -4.38312 0.61 -2.05 -1.47
C -1.67796 4.54294 -1.26164 0.84 -0.84 1.57
C -1.15160 4.54018 -0.00395 -1.65 -1.28 -1.28
N -1.46420 0.16819 1.16405 -0.61 0.19 -0.42
H -4.30237 -5.24488 3.75122 0.30 -0.23 -0.12
H -3.93907 -3.67356 2.02853 0.42 0.43 -0.32
H 0.23174 -3.33480 3.20368 -0.34 0.10 -0.39
H -0.18674 -4.86490 4.94297 -0.68 0.17 0.03
H -3.21252 -1.28604 3.70738 0.26 0.35 -0.86
H -3.60195 1.27155 3.43750 -0.84 1.00 0.97
H -1.00024 3.98153 3.21914 0.42 -0.27 0.42
H -2.15270 5.48648 4.99287 -0.55 -0.31 -1.36
H -5.69575 5.21878 2.70467 -0.44 -0.10 -0.10
H -4.66741 3.34372 1.29150 -0.34 0.13 0.06
H -1.60924 3.25798 -5.77038 0.92 -0.22 -0.31
H -2.88830 4.73076 -7.24600 -0.11 -0.17 -0.24
H -5.64492 5.53754 -4.03997 1.26 -0.13 -0.61
H -4.25630 4.23970 -2.60432 -0.31 -0.27 1.58
H -2.54844 1.33958 -5.52959 0.08 0.42 -0.08
H -1.32555 -0.95069 -5.69211 -0.41 0.03 -0.12
H -1.01043 -4.59483 -2.31043 -0.02 -0.25 0.15
H -0.92373 -4.92827 0.37975 -0.29 -1.01 0.45
H 0.90920 -0.74108 -5.24114 0.24 -0.63 -0.17
H 1.87231 -1.86302 -7.25565 0.10 0.33 -0.42
H 0.95941 -5.68372 -5.61449 0.13 0.24 0.24
H 0.02984 -4.65507 -3.68812 -0.35 -0.16 0.80
H -1.99146 5.43636 -1.75123 -0.13 0.28 -0.63
H -1.08779 5.40978 0.63294 0.31 -0.20 0.10
O 0.25816 2.63174 0.75874 -0.35 0.12 -0.73
O 0.69099 3.37771 1.89903 0.09 0.22 0.67
O 1.04831 -1.37777 1.38075 0.68 -0.51 -0.42
O 0.83481 -2.72588 0.91706 -0.73 -0.33 0.24
F 2.48941 -1.86410 -0.65308 0.73 0.15 -0.83
C 3.48037 -1.53432 0.19064 -0.24 -0.49 0.07
F 4.18421 -2.72721 0.49654 -0.13 1.17 -0.79
H 4.16894 -0.80856 -0.30772 -0.52 -0.71 0.52
O 2.74906 1.48807 -1.06187 -0.31 -0.27 0.27
N 2.17724 1.40659 -2.18534 1.05 0.03 -0.21
C 2.87419 1.81216 -3.25241 -0.76 0.00 0.57
C 4.11677 2.51567 -3.25729 0.65 -0.11 -0.21
N 5.11807 3.05608 -3.46654 -0.50 -0.20 0.38
C 2.17806 1.75198 -4.48081 -0.51 0.46 -0.75
N 1.60830 1.82745 -5.48318 0.17 -0.31 0.16
C 1.98448 0.56620 2.24099 1.02 0.38 0.65
P 2.74489 -1.03123 1.86060 -0.12 -0.01 -0.73
C 2.70230 -2.38246 3.02163 -0.57 -0.30 1.33
C 3.10550 -3.71135 2.84304 -0.40 0.17 1.76
C 2.98773 -4.62088 3.91910 0.03 0.07 0.41
C 2.43737 -4.24687 5.15458 -0.39 0.99 -1.25
C 1.90718 -2.93568 5.25475 1.48 -0.42 -0.81
C 2.11476 -1.97775 4.24475 -0.68 -1.57 0.18
C 4.49877 -0.46301 2.34993 -0.79 -0.87 0.93
C 5.03347 0.54387 1.60200 1.11 0.97 0.02
C 6.25067 1.08533 1.98324 0.60 1.49 -0.62
C 6.88407 0.74094 3.17776 1.24 0.82 -1.09
C 6.40789 -0.31099 3.89735 -1.38 -0.90 0.62
C 5.20155 -0.90899 3.46388 0.15 -0.61 0.97
H 0.91706 0.62260 2.18550 -0.58 -0.12 -0.28
H 2.44387 1.31197 1.59224 -0.09 0.27 0.23
H 2.24832 0.77752 3.28213 0.26 0.31 -0.22
H 3.53256 -4.01161 1.92529 0.20 -0.37 -0.60
H 3.32056 -5.66760 3.86083 -0.02 0.58 -0.44
H 2.35328 -4.99892 5.94044 -0.10 0.40 -0.08
H 1.39241 -2.63893 6.12547 -0.52 0.28 0.96
H 1.62956 -1.00154 4.36853 0.46 -0.36 -0.12
H 4.47588 0.97173 0.78790 0.10 0.14 -0.47
H 6.72497 1.87923 1.35955 -0.58 -0.60 0.55
H 7.80395 1.29916 3.44526 -0.65 -0.54 -0.03
H 6.87152 -0.63109 4.83540 -0.12 0.04 -0.37
H 4.75419 -1.72692 4.06535 0.56 0.61 -0.38
```
Positions in Å, forces in eV/Å.

=====

2.
The following is a quantum chemistry calculation of C61H46BrIrO2P3Si as an isolated structure, from the Open Molecules 2025 dataset.

Summary:
net charge: +2
spin multiplicity: 2
frontier orbital gap (alpha / beta): 7.68 / 5.00 eV
expectation value of S²: 0.76
max |F|: 0.0104 Eh/bohr

```
115
Properties=species:S:1:pos:R:3:forces:R:3
Ir -0.28243 -0.09752 0.38899 0.11 0.52 -0.10
C -1.93385 -5.49564 0.50727 -0.01 0.01 -0.01
C -2.00821 -4.29545 1.19697 0.00 -0.01 0.00
C -1.44507 -3.15002 0.64947 0.10 -0.03 0.07
C -0.80561 -3.19427 -0.58797 0.01 0.04 0.06
C -0.79216 -4.39351 -1.30067 0.04 -0.01 -0.02
C -1.33207 -5.54068 -0.74619 -0.01 0.00 0.01
P -0.15907 -1.65503 -1.30583 0.12 -0.09 0.20
C -1.12248 -1.63545 -2.83731 0.01 0.07 0.01
C -0.50503 -1.70982 -4.08150 0.02 0.06 -0.02
C -1.27044 -1.89170 -5.22530 -0.03 0.02 -0.03
C -2.64940 -1.97469 -5.13177 -0.02 0.01 0.01
C -3.27260 -1.87614 -3.89163 -0.01 0.00 0.00
C -2.51254 -1.72173 -2.74750 -0.02 0.02 -0.01
C 1.56309 -1.72288 -1.88452 -0.01 -0.04 0.02
C 2.12239 -2.81335 -2.54550 0.01 -0.02 0.00
C 3.40902 -2.72910 -3.05226 -0.01 0.01 -0.01
C 4.13816 -1.55387 -2.91683 0.00 0.00 0.00
C 3.58852 -0.47520 -2.24347 -0.01 0.00 -0.04
C 2.29720 -0.54351 -1.71602 0.07 0.15 -0.02
Si 1.64354 0.82042 -0.60159 -0.27 -0.27 -0.10
C 1.16572 2.44844 -1.36538 0.05 0.01 0.02
C 2.10494 3.30543 -1.94480 0.02 0.00 0.00
C 1.72069 4.53108 -2.46132 0.01 0.02 0.04
C 0.38657 4.91772 -2.41817 -0.01 0.01 0.01
C -0.56516 4.06824 -1.88197 -0.02 0.00 -0.02
C -0.17411 2.84428 -1.33882 0.03 -0.04 0.00
P -1.41594 1.60498 -0.89631 0.05 0.05 -0.02
C -2.29902 1.46249 -2.47286 -0.04 -0.02 0.06
C -1.55629 1.41461 -3.65378 0.06 -0.05 -0.03
C -2.19377 1.49447 -4.87744 0.00 -0.02 -0.01
C -3.57608 1.63223 -4.93520 0.00 -0.01 0.00
C -4.31815 1.67929 -3.76652 -0.01 -0.01 -0.01
C -3.68519 1.59425 -2.53498 0.00 -0.05 0.02
C -2.66816 2.20973 0.25577 -0.02 0.04 -0.03
C -3.59186 1.27300 0.72591 -0.04 0.00 0.00
C -4.61906 1.66971 1.56182 -0.01 0.01 -0.01
C -4.72675 3.00401 1.93733 0.02 0.01 -0.02
C -3.80086 3.93151 1.48692 -0.04 -0.01 -0.02
C -2.76564 3.53942 0.64763 0.03 0.01 -0.01
C 2.85368 1.01942 0.80736 -0.10 -0.03 0.09
C 3.84254 1.99416 0.91669 -0.02 0.04 0.02
C 4.71831 1.98951 1.99353 0.01 0.00 0.02
C 4.62115 1.01270 2.97635 -0.01 0.00 -0.01
C 3.64353 0.03338 2.88877 0.00 0.01 0.01
C 2.76301 0.04761 1.81114 0.02 0.01 -0.05
P 1.52578 -1.25179 1.60222 -0.02 -0.02 0.04
C 0.86604 -1.59200 3.25196 -0.01 -0.07 -0.02
C 0.71498 -0.51506 4.13020 0.01 -0.01 0.01
C 0.19554 -0.71653 5.39484 0.02 0.00 0.00
C -0.19019 -1.98946 5.79402 0.00 -0.02 -0.01
C -0.04234 -3.06303 4.92865 0.00 0.01 0.03
C 0.48121 -2.86997 3.66006 0.04 -0.01 0.01
C 2.44436 -2.69012 0.98201 0.00 0.00 0.06
C 1.91426 -3.98317 0.93916 -0.04 0.02 -0.06
C 2.68450 -5.04307 0.49115 0.00 -0.01 -0.01
C 3.99193 -4.83362 0.07719 0.00 0.00 0.02
C 4.52672 -3.55513 0.11283 -0.01 0.01 0.01
C 3.76247 -2.49004 0.56179 0.02 -0.01 0.00
H -2.36536 -6.39218 0.93199 0.00 0.00 0.00
H -2.50228 -4.24445 2.15840 0.00 0.00 0.00
H -1.50924 -2.22693 1.22038 0.00 0.00 -0.01
H -0.37937 -4.43509 -2.30021 0.00 0.01 0.00
H -1.30276 -6.46971 -1.29966 0.00 0.00 0.00
H 0.57032 -1.63543 -4.16998 -0.03 0.01 -0.02
H -0.78420 -1.96626 -6.18901 0.00 0.00 0.00
H -3.24471 -2.11879 -6.02381 0.00 0.00 0.00
H -4.35024 -1.93825 -3.81898 0.00 0.00 0.00
H -3.00221 -1.68673 -1.77938 0.00 0.00 0.00
H 1.56364 -3.72992 -2.67414 0.00 -0.01 0.02
H 3.84331 -3.58160 -3.55757 0.00 0.00 0.00
H 5.13970 -1.48815 -3.32122 0.00 0.00 0.00
H 4.18419 0.42215 -2.11178 0.00 0.00 0.00
H 3.14687 3.01377 -2.01034 0.01 0.00 0.01
H 2.45881 5.18619 -2.90454 0.00 0.00 -0.01
H 0.08530 5.87213 -2.82842 0.00 0.00 0.00
H -1.61185 4.34237 -1.92696 -0.01 0.00 0.03
H -0.47517 1.33560 -3.62004 -0.01 0.01 0.00
H -1.61235 1.46086 -5.78923 0.00 0.00 0.00
H -4.07064 1.71248 -5.89427 0.00 0.00 0.00
H -5.39280 1.79630 -3.80724 0.00 0.00 0.00
H -4.27764 1.65630 -1.63340 0.00 0.01 -0.01
H -3.50581 0.22768 0.44324 -0.01 0.00 0.00
H -5.32763 0.94103 1.93106 0.00 0.00 0.00
H -5.52804 3.31564 2.59360 -0.01 0.00 0.00
H -3.87313 4.96602 1.79504 0.00 0.00 0.00
H -2.02958 4.26780 0.33486 0.00 0.01 -0.03
H 3.92455 2.78065 0.17858 -0.01 0.02 -0.02
H 5.47529 2.75860 2.07276 0.00 0.00 0.00
H 5.30397 1.01771 3.81521 0.00 0.00 0.00
H 3.56505 -0.72758 3.65549 0.00 0.00 0.00
H 1.00896 0.48276 3.82961 0.02 -0.01 0.00
H 0.08336 0.12301 6.06708 0.00 0.00 0.00
H -0.60180 -2.14343 6.78235 0.00 0.00 0.00
H -0.32431 -4.05852 5.24419 0.00 0.00 0.00
H 0.61359 -3.72538 3.01635 -0.04 0.06 0.09
H 0.90222 -4.18480 1.25050 -0.06 0.01 -0.12
H 2.25982 -6.03818 0.47643 0.00 0.00 0.00
H 4.59427 -5.66571 -0.26267 0.00 0.00 0.00
H 5.54720 -3.38140 -0.20182 0.00 0.00 0.00
H 4.20626 -1.50473 0.58508 -0.01 0.01 0.01
Br 2.14764 5.40558 1.60956 0.01 -0.08 -0.08
C 0.64783 4.74589 2.55744 0.01 0.01 -0.03
C -0.04964 5.61045 3.38510 -0.01 0.00 0.00
C -1.14613 5.13530 4.09276 -0.01 -0.01 -0.01
C -1.53773 3.81491 3.96499 0.04 -0.03 0.05
C -0.83515 2.96010 3.11959 0.11 -0.08 0.11
C 0.26882 3.42144 2.41251 -0.01 0.02 0.03
C -1.32764 1.55646 3.01532 -0.33 0.04 -0.21
O -2.17057 1.10565 3.74290 0.04 -0.06 0.11
O -0.83265 0.79487 2.02439 0.19 -0.17 0.01
H 0.26446 6.64073 3.47969 0.00 0.00 0.00
H -1.69028 5.80407 4.74578 0.00 0.00 0.00
H -2.38758 3.42660 4.50941 0.01 0.01 -0.01
H 0.83272 2.76257 1.76839 0.03 -0.05 -0.04
```
Positions in Å, forces in eV/Å.